{
  "formula": "C43H56IN12",
  "method": "ωB97M-V with the def2-TZVPD basis set",
  "energy_ha": -2626.268724,
  "largest_force_ha_per_bohr": 0.198,
  "homo_ev": -9.5,
  "relative_energy_kj_mol": 559.5,
  "gap_ev": 4.43,
  "total_charge": 1,
  "species": ["C", "C", "C", "N", "C", "C", "C", "I", "N", "C", "N", "H", "H", "H", "H", "H", "H", "H", "H", "H", "H", "H", "N", "C", "C", "C", "C", "H", "H", "H", "H", "H", "N", "C", "C", "C", "C", "H", "H", "H", "H", "H", "N", "C", "C", "C", "C", "H", "H", "H", "H", "H", "N", "C", "C", "C", "C", "H", "H", "H", "H", "H", "N", "C", "C", "C", "C", "H", "H", "H", "H", "H", "N", "C", "C", "C", "C", "H", "H", "H", "H", "H", "N", "C", "C", "C", "C", "H", "H", "H", "H", "H", "N", "C", "C", "C", "C", "H", "H", "H", "H", "H", "N", "C", "C", "C", "C", "H", "H", "H", "H", "H"],
  "coordinates": [[-1.997, -6.336, 1.615], [-1.185, -5.759, 0.592], [-0.388, -4.847, -0.562], [0.336, -3.764, 0.203], [1.713, -4.385, 0.519], [2.630, -3.376, 1.430], [1.980, -1.839, 1.368], [0.445, -1.477, 2.892], [1.568, -1.490, -0.048], [0.555, -2.506, -0.603], [-0.089, -2.141, -1.759], [-2.773, -6.896, 2.328], [0.404, -5.563, -1.046], [-1.225, -4.474, -1.289], [2.279, -4.600, -0.493], [1.564, -5.444, 1.043], [3.683, -3.274, 0.882], [2.838, -3.743, 2.523], [2.886, -1.110, 1.634], [2.433, -1.545, -0.636], [-0.381, -2.793, -2.528], [-0.339, -1.125, -1.866], [-2.991, -1.447, -1.269], [-3.425, -1.991, -2.449], [-4.785, -1.790, -2.536], [-5.184, -1.095, -1.370], [-4.056, -0.893, -0.606], [-2.035, -1.452, -0.939], [-2.732, -2.476, -3.124], [-5.420, -2.109, -3.352], [-6.186, -0.774, -1.115], [-3.920, -0.405, 0.350], [-1.324, 1.717, 3.747], [-1.661, 3.043, 3.667], [-2.372, 3.371, 4.800], [-2.463, 2.203, 5.593], [-1.805, 1.197, 4.921], [-0.802, 1.202, 3.050], [-1.367, 3.638, 2.813], [-2.781, 4.346, 5.030], [-2.956, 2.105, 6.552], [-1.640, 0.159, 5.176], [1.892, 0.177, -3.414], [2.228, 0.827, -2.255], [3.187, 1.768, -2.558], [3.433, 1.686, -3.949], [2.617, 0.698, -4.453], [1.213, -0.570, -3.490], [1.759, 0.564, -1.317], [3.657, 2.441, -1.853], [4.129, 2.285, -4.522], [2.493, 0.321, -5.460], [-2.434, 3.480, -3.660], [-1.956, 3.910, -4.871], [-0.737, 3.306, -5.086], [-0.473, 2.479, -3.968], [-1.539, 2.603, -3.105], [-3.310, 3.765, -3.242], [-2.522, 4.608, -5.473], [-0.107, 3.445, -5.955], [0.399, 1.858, -3.811], [-1.735, 2.145, -2.145], [0.706, -0.074, 7.045], [-0.006, 0.610, 7.996], [0.699, 0.556, 9.177], [1.882, -0.182, 8.928], [1.861, -0.555, 7.603], [0.424, -0.202, 6.082], [-0.953, 1.074, 7.751], [0.396, 1.000, 10.116], [2.664, -0.414, 9.639], [2.568, -1.122, 7.012], [-7.140, 0.174, 1.605], [-8.393, -0.063, 1.103], [-9.250, 0.874, 1.637], [-8.485, 1.709, 2.486], [-7.185, 1.257, 2.444], [-6.311, -0.364, 1.388], [-8.568, -0.877, 0.413], [-10.311, 0.948, 1.436], [-8.843, 2.551, 3.064], [-6.291, 1.611, 2.941], [3.415, 2.505, 1.444], [3.066, 3.406, 2.416], [4.055, 4.362, 2.486], [5.032, 4.029, 1.517], [4.610, 2.880, 0.886], [2.875, 1.691, 1.179], [2.148, 3.289, 2.976], [4.070, 5.208, 3.160], [5.944, 4.570, 1.302], [5.057, 2.298, 0.092], [2.602, 5.005, -4.755], [2.938, 5.655, -3.596], [3.897, 6.596, -3.898], [4.143, 6.515, -5.290], [3.327, 5.526, -5.794], [1.923, 4.258, -4.831], [2.469, 5.392, -2.657], [4.367, 7.269, -3.193], [4.839, 7.113, -5.863], [3.203, 5.149, -6.800], [2.650, -8.426, -2.891], [1.797, -7.716, -3.695], [2.224, -6.407, -3.718], [3.379, -6.327, -2.904], [3.621, -7.589, -2.408], [2.574, -9.414, -2.686], [0.960, -8.201, -4.179], [1.756, -5.598, -4.263], [3.972, -5.444, -2.701], [4.398, -7.961, -1.754]]
}